i:
This record from OMol25 describes a 2-piece molecular cluster, C5H12NS overall. The level of theory is ωB97M-V with the def2-TZVPD basis set.

Computed properties:
multiplicity = 1
total charge = +1

Geometry as XYZ:
```
19
C5H12NS | OMol25 | ωB97M-V with the def2-TZVPD basis set
C -0.82303 -2.32196 2.08572
C -0.98799 -1.15306 1.45994
C -0.61662 0.24062 -2.08539
C -0.93250 0.26857 -0.59726
C -0.37636 -0.77349 0.21620
N 1.11136 1.89717 0.16158
S 1.05348 -1.50644 -0.36202
H -1.36350 -2.54976 2.98673
H -0.18754 -3.11095 1.71224
H -1.70009 -0.43717 1.84923
H -1.13361 1.04987 -2.59248
H -0.93355 -0.69962 -2.53228
H 0.45131 0.35495 -2.26266
H -1.97689 0.48124 -0.37840
H -0.27501 1.14603 -0.20622
H 1.97566 1.55866 -0.24218
H 0.97664 2.85205 -0.15745
H 1.21848 1.92770 1.17039
H 1.33705 -2.23015 0.72872
```

ii:
This record from OMol25 describes a 2-piece molecular cluster, C5H12NS overall. The level of theory is ωB97M-V with the def2-TZVPD basis set.

Computed properties:
multiplicity = 1
total charge = +1

Geometry as XYZ:
```
19
C5H12NS | OMol25 | ωB97M-V with the def2-TZVPD basis set
C 0.10177 2.50433 -0.24088
C 0.75292 1.36256 -0.48809
C 2.46986 -1.29671 -0.18089
C 0.98095 -1.14047 -0.54175
C 0.42468 0.08149 0.08300
N -0.32311 -0.02816 1.14149
S -4.36949 -0.23973 -0.15047
H 0.39068 3.41736 -0.73255
H -0.75266 2.57665 0.41388
H 1.55991 1.35390 -1.20768
H 2.61064 -1.30648 0.89780
H 3.06683 -0.49354 -0.60245
H 2.82824 -2.23808 -0.58614
H 0.43502 -2.02403 -0.20682
H 0.89787 -1.06558 -1.62746
H -0.70131 0.78366 1.61514
H -5.41501 0.10240 -0.88049
H -0.56237 -0.93745 1.51550
H -5.07686 -1.06357 0.61198
```

Result of the stability comparison: i is the least stable of them.

i:
This record from OMol25 describes a 2-piece molecular cluster, C5H12NS overall. The level of theory is ωB97M-V with the def2-TZVPD basis set.

Computed properties:
multiplicity = 1
total charge = +1

Geometry as XYZ:
```
19
C5H12NS | OMol25 | ωB97M-V with the def2-TZVPD basis set
C 0.19465 0.36629 0.00013
C 0.28986 1.80308 0.07816
C -3.83721 -0.09638 0.15270
C 1.00117 -1.92282 -0.19067
C 2.47674 0.06398 0.01328
N 1.09513 -0.51019 -0.10743
S -1.40040 -0.41308 0.11658
H 0.92848 2.25901 0.81492
H -0.72625 2.12521 0.26321
H 0.58169 2.45631 -0.78174
H -3.99109 -0.09020 1.28273
H -3.86181 -1.03264 -0.46701
H -4.04879 0.95085 -0.34603
H 2.01776 -2.36302 -0.11335
H 0.32715 -2.37203 0.55112
H 0.56954 -2.11790 -1.11369
H 3.24513 -0.32818 -0.66233
H 2.28651 1.04878 -0.46426
H 2.85172 0.17294 0.97365
```

ii:
This record from OMol25 describes an isolated ion of composition C5H12NS and charge +1. The level of theory is ωB97M-V with the def2-TZVPD basis set.

Computed properties:
multiplicity = 1
total charge = +1
SMILES string = C=C[C@@H](S)[NH+](C)C

Geometry as XYZ:
```
19
C5H12NS | OMol25 | ωB97M-V with the def2-TZVPD basis set
C -0.23197 -2.40751 -0.10890
C 0.59874 -1.45332 -0.56976
C 1.04357 -0.39096 0.34686
S 2.66265 0.33893 0.17654
N -0.11540 0.89228 0.19987
C -0.19195 1.33485 -1.20146
C -1.36636 0.55759 0.93839
H -0.72934 -3.14825 -0.69844
H -0.35869 -2.73057 0.99418
H 0.88525 -1.20559 -1.54207
H 1.01502 -0.81723 1.28860
H 2.45660 1.33620 1.02526
H 0.19035 1.75970 0.58532
H 0.06723 0.67278 -2.03127
H -1.23191 1.71800 -1.34982
H 0.39219 2.17366 -1.44085
H -1.85955 1.36083 1.44177
H -2.04444 0.18381 0.31146
H -1.18199 -0.17521 1.63431
```

Result of the stability comparison: i is the least stable of them.

i:
This record from OMol25 describes C6H5NO2 as an isolated structure. The level of theory is ωB97M-V with the def2-TZVPD basis set.

Computed properties:
multiplicity = 1

Geometry as XYZ:
```
14
C6H5NO2 | OMol25 | ωB97M-V with the def2-TZVPD basis set
C -0.38340 0.79918 -1.67126
C 0.06457 -0.00303 -0.46530
C -0.98021 -0.25667 0.23712
C -0.94590 -0.78055 1.60626
C 0.42263 -1.07312 1.92727
C 1.39384 -0.17096 0.01295
H 0.29706 2.06131 -2.97797
H -1.89282 0.09803 -0.23266
H -1.85306 -1.14925 2.02213
H 0.90202 -1.42980 2.97848
H 2.21550 0.04275 -0.55388
N 1.53995 -0.67225 1.25936
O 0.70386 1.02591 -2.48820
O -1.48406 1.50844 -1.65429
```

ii:
This record from OMol25 describes an isolated molecule of C6H5NO2. The level of theory is ωB97M-V with the def2-TZVPD basis set.

Computed properties:
multiplicity = 1
SMILES string = N#C[C@]1(O)C=CC=CO1

Geometry as XYZ:
```
14
C6H5NO2 | OMol25 | ωB97M-V with the def2-TZVPD basis set
N -0.95960 -3.24558 1.72285
C -0.89651 -2.42834 0.92219
C -0.50636 -1.47290 -0.11886
O -0.36464 -2.05497 -1.29632
C 0.76869 -0.81269 0.49143
C 0.99543 0.51695 0.41085
C -0.05777 1.38433 0.16585
C -1.31216 0.91679 -0.19706
O -1.69899 -0.27036 -0.25755
H -1.27972 -2.43188 -1.57428
H 1.59499 -1.62024 0.74209
H 1.89805 0.76761 0.88970
H 0.12026 2.51892 0.29616
H -2.13924 1.49883 -0.34762
```

Result of the stability comparison: ii is the least stable of them.

i:
This record from OMol25 describes a 2-piece molecular cluster, C7H16N3 overall. The level of theory is ωB97M-V with the def2-TZVPD basis set.

Computed properties:
multiplicity = 1
total charge = +1

Geometry as XYZ:
```
26
C7H16N3 | OMol25 | ωB97M-V with the def2-TZVPD basis set
C 0.21826 2.24593 1.14687
C -1.21649 1.92213 0.75544
C 1.04257 0.98141 1.35315
C 2.12081 1.01136 2.19121
C 2.00769 -0.89521 1.13027
N 0.90214 -0.31132 0.79436
N 2.80493 -0.20104 1.98843
H 0.72854 2.93255 0.48149
H 0.18881 2.85569 2.06812
H -1.91058 2.59139 1.28473
H 2.39176 1.81540 2.84259
H 2.37120 -1.84338 0.70126
H 3.80304 -0.26556 1.84513
H -1.57369 0.96763 1.18822
H -1.48375 2.06117 -0.28755
C -1.55693 -1.93000 -1.76803
C -0.64146 -1.36359 -2.85600
N -1.36852 -1.10523 -0.55477
H -2.60306 -2.06989 -2.06915
H -1.29189 -3.01812 -1.69526
H -0.99479 -0.57229 -3.49349
H -0.42372 -2.08554 -3.66088
H -1.35474 -0.12067 -0.84163
H -2.13699 -1.22139 0.09754
H -0.36713 -1.18649 -0.20957
H 0.34396 -1.19494 -2.43248
```

ii:
This record from OMol25 describes C7H16N3 as an isolated structure. The level of theory is ωB97M-V with the def2-TZVPD basis set.

Computed properties:
multiplicity = 1
total charge = +1

Geometry as XYZ:
```
26
C7H16N3 | OMol25 | ωB97M-V with the def2-TZVPD basis set
C 0.18547 0.19827 0.00556
C -1.71571 -0.68775 1.42468
C -2.16497 0.06138 0.17722
C -0.38902 -2.35651 0.40431
C -1.10351 1.87592 -1.34318
C 1.98988 1.30297 -1.14920
C 2.30618 -0.36979 0.81627
N -0.29860 -1.15063 1.20594
N -0.93071 0.77195 -0.33661
N 1.45309 0.45300 -0.01004
H -1.47771 -0.03557 2.33659
H -2.35452 -1.47826 1.54457
H -2.49793 -0.53012 -0.56360
H -2.77965 1.00212 0.42576
H -0.69510 -3.09560 1.14736
H -0.88109 -2.38605 -0.53871
H 0.68255 -2.79399 0.11179
H -2.07657 2.08230 -1.37697
H -0.71303 2.87906 -1.02073
H -0.75685 1.50436 -2.22242
H 3.10451 0.90049 -1.32093
H 1.98414 2.37886 -0.70549
H 1.51954 1.19030 -2.03294
H 2.45281 -1.29291 0.38445
H 1.96099 -0.52827 1.80220
H 3.19580 0.10447 0.83413
```

Result of the stability comparison: ii is the least stable of them.

i:
This record from OMol25 describes an isolated molecule of CH3N5O. The level of theory is ωB97M-V with the def2-TZVPD basis set.

Computed properties:
multiplicity = 1
SMILES string = [H]/N=c1/nnon1N

Geometry as XYZ:
```
10
CH3N5O | OMol25 | ωB97M-V with the def2-TZVPD basis set
H -2.43215 0.12704 -0.52027
N -1.95787 -0.71938 -0.09969
C -0.71254 -0.49520 -0.05446
N 0.36052 -1.38848 0.35293
N 1.42326 -0.88907 0.19073
O 1.29350 0.43021 -0.46753
N -0.04500 0.68056 -0.49508
N -0.31017 1.67373 0.48931
H 0.06331 1.40042 1.40536
H 0.00092 2.50047 0.11449
```

ii:
This record from OMol25 describes an isolated molecule of CH3N5O. The level of theory is ωB97M-V with the def2-TZVPD basis set.

Computed properties:
multiplicity = 1
SMILES string = N/N=c1\nn[nH]o1

Geometry as XYZ:
```
10
CH3N5O | OMol25 | ωB97M-V with the def2-TZVPD basis set
N 2.08567 -1.09542 -0.73086
N 1.57834 -0.25923 0.22678
C 0.36219 0.05800 0.12757
N -0.60407 -0.22522 -0.89966
N -1.73422 0.12963 -0.52864
N -1.66401 0.56889 0.79255
O -0.31550 0.79543 1.08628
H 1.72427 -0.93916 -1.70636
H 3.11775 -1.04535 -0.71325
H -2.12311 1.44244 0.94274
```

Result of the stability comparison: i is the least stable of them.

i:
This record from OMol25 describes a 2-piece molecular cluster, C3H2O3 overall. The level of theory is ωB97M-V with the def2-TZVPD basis set.

Computed properties:
multiplicity = 1

Geometry as XYZ:
```
8
C3H2O3 | OMol25 | ωB97M-V with the def2-TZVPD basis set
C -4.15476 0.01921 0.08586
C -0.60101 -0.13268 0.46622
C -1.27524 0.39816 -0.76371
O -4.02130 -1.08601 0.27629
O -4.29975 1.13996 -0.07124
O -1.33839 -0.84012 -0.48580
H 0.48356 -0.02174 0.38305
H -1.04522 0.16828 1.38880
```

ii:
This record from OMol25 describes an isolated molecule of C3H2O3. The level of theory is ωB97M-V with the def2-TZVPD basis set.

Computed properties:
multiplicity = 1
SMILES string = O=C1O[C@@H]2O[C@H]12

Geometry as XYZ:
```
8
C3H2O3 | OMol25 | ωB97M-V with the def2-TZVPD basis set
O 2.28612 0.74654 0.09163
C 1.24604 0.19926 0.11023
O 0.80889 -0.93898 0.54869
C -0.63498 -0.68594 0.21000
O -0.71494 -0.43294 -1.09597
C -0.39991 0.66790 -0.35441
H -1.36121 -1.01928 0.77986
H -1.23002 1.46344 -0.29003
```

Result of the stability comparison: ii is the least stable of them.